Record 1
The following is a DFT calculation (ωB97M-V/def2-TZVPD) of the ion C5H8N with charge +1 at a distorted geometry.

Computed properties:
SMILES   CC1=C[C@@H]2[NH2+][C@H]12
Net charge   +1
Kohn-Sham gap   10.27 eV
Energy relative to the best compared isomer or geometry (same formula, charge and spin)   397.4 kJ/mol

```
14
C5H8N, DFT ωB97M-V/def2-TZVPD
C -0.66842 -0.89839 0.87754
C -0.06973 -0.59674 -0.32942
C -0.03284 0.35904 1.50077
C 0.70297 0.60632 0.18894
C 0.13636 -1.14150 -1.64944
N -0.29275 1.54860 0.69032
H -1.42425 -1.44723 1.23476
H 0.36945 0.63940 2.56788
H 1.75809 0.84396 -0.00422
H -0.19844 -2.29731 -1.57740
H 1.10893 -1.14721 -2.13541
H -0.57040 -0.73057 -2.35853
H -1.08107 1.79560 0.02021
H 0.26210 2.46605 0.97400
```

Record 2
The following is a DFT calculation (ωB97M-V/def2-TZVPD) of a cluster of 2 separate species, C2H4ClNO2 in total at a distorted geometry.

Computed properties:
Kohn-Sham gap (alpha / beta)   9.40 / 7.23 eV
Energy relative to the best compared isomer or geometry (same formula, charge and spin)   498.6 kJ/mol

```
10
C2H4ClNO2, DFT ωB97M-V/def2-TZVPD
C -1.30165 0.06044 0.24493
C -0.14538 0.79243 -0.44090
N 1.65225 -0.91504 -0.04462
O 2.76246 -0.59633 -0.29503
O 1.24664 -1.93981 0.41825
Cl 0.45982 2.24395 0.26397
H -2.14201 -0.01726 -0.57093
H -1.56998 0.56797 1.17671
H -0.89970 -0.87206 0.77952
H -0.06246 0.67571 -1.53190
```

Record 3
The following is a DFT calculation (ωB97M-V/def2-TZVPD) of the ion C5H6N with charge +1 at a distorted geometry.

Computed properties:
Net charge   +1
Kohn-Sham gap   8.93 eV
Energy relative to the best compared isomer or geometry (same formula, charge and spin)   792.4 kJ/mol

```
12
C5H6N, DFT ωB97M-V/def2-TZVPD
C 0.98391 -0.69692 1.54844
C 1.32048 -0.83741 2.79374
C 1.08694 -0.06191 0.20122
C -0.21453 -1.01736 0.66991
C -0.81463 0.75104 -1.15415
N -0.33887 0.42053 0.17195
H 1.71615 -0.29116 -0.61487
H -0.59573 -1.88065 0.20067
H -0.51335 1.79060 -1.47316
H -0.19339 0.04658 -1.82721
H -1.87872 0.63119 -1.26392
H -0.55825 1.14545 0.74738
```